Entry from OMol25: a molecular structure, C42H94F6MnN8O10P at a distorted geometry (wB97M-V/def2-TZVPD).

Values from the calculation:
- energy (eV) = -134371.1147

Geometry as ORCA input:
```
! RIJCOSX wB97M-V def2-TZVPD def2/J DEFGRID3
* xyz 1 6
Mn -20.498 -27.635 -0.721
P -21.417 -27.925 4.422
F -20.853 -29.091 5.421
F -23.043 -28.029 4.713
F -21.180 -26.754 5.513
F -21.868 -26.757 3.309
F -19.917 -27.665 3.748
F -21.638 -28.947 3.171
C -13.792 -33.592 2.199
C -14.064 -34.134 0.792
C -13.984 -32.964 -0.274
C -15.105 -32.052 -0.188
N -15.970 -31.281 -0.071
H -14.554 -32.904 2.565
H -12.822 -33.107 2.305
H -13.860 -34.396 2.932
H -15.038 -34.624 0.797
H -13.401 -34.968 0.561
H -13.862 -33.310 -1.300
H -13.093 -32.352 -0.131
C -24.396 -20.714 4.416
C -25.849 -20.695 4.525
C -26.475 -22.138 4.599
C -26.354 -22.866 3.323
N -26.230 -23.480 2.384
H -24.045 -21.689 4.755
H -23.983 -19.932 5.053
H -24.002 -20.530 3.416
H -26.250 -20.116 3.693
H -26.158 -20.214 5.453
H -27.547 -22.025 4.764
H -26.065 -22.719 5.425
C -19.010 -37.415 9.773
O -20.079 -36.530 9.593
C -20.205 -36.263 8.191
C -21.357 -35.283 7.907
N -22.655 -35.882 7.884
C -23.662 -34.863 7.587
C -25.038 -35.249 8.132
O -24.881 -35.511 9.500
C -26.186 -35.759 10.037
H -18.028 -36.987 9.570
H -19.146 -38.309 9.164
H -19.006 -37.673 10.832
H -20.445 -37.211 7.709
H -19.248 -36.029 7.724
H -21.160 -34.763 6.969
H -21.268 -34.477 8.636
H -22.900 -36.142 8.829
H -23.872 -34.658 6.537
H -23.443 -33.961 8.158
H -25.415 -36.116 7.589
H -25.788 -34.510 7.848
H -26.861 -34.904 10.076
H -26.041 -36.095 11.063
H -26.681 -36.613 9.575
C -18.893 -24.637 -1.015
O -20.126 -25.215 -1.363
C -21.009 -24.086 -1.845
C -22.222 -24.499 -2.676
N -22.682 -25.801 -2.095
C -23.358 -26.578 -3.120
C -23.559 -28.019 -2.587
O -22.383 -28.600 -2.032
C -22.573 -30.004 -1.702
H -18.374 -24.405 -1.945
H -18.321 -25.447 -0.563
H -18.819 -23.693 -0.476
H -20.512 -23.496 -2.615
H -21.378 -23.453 -1.039
H -22.099 -24.497 -3.759
H -23.037 -23.780 -2.589
H -23.393 -25.684 -1.386
H -22.892 -26.454 -4.097
H -24.379 -26.230 -3.279
H -24.023 -28.645 -3.350
H -24.226 -27.861 -1.740
H -22.249 -30.604 -2.553
H -23.604 -30.266 -1.463
H -21.958 -30.198 -0.823
C -25.622 -28.560 12.890
O -25.966 -27.225 12.571
C -26.579 -26.959 11.322
C -28.106 -27.293 11.413
N -28.789 -26.216 12.068
C -28.887 -25.015 11.179
C -29.741 -23.811 11.753
O -29.636 -22.543 11.122
C -30.228 -21.436 11.803
H -26.481 -29.226 12.804
H -25.247 -28.747 13.897
H -24.888 -28.922 12.170
H -25.927 -27.499 10.635
H -26.429 -25.938 10.973
H -28.266 -28.168 12.044
H -28.485 -27.389 10.396
H -28.358 -26.133 12.977
H -29.306 -25.304 10.214
H -27.924 -24.538 10.998
H -29.667 -23.681 12.833
H -30.794 -24.032 11.576
H -29.470 -21.226 12.557
H -31.253 -21.461 12.172
H -30.122 -20.640 11.065
C -13.361 -16.974 9.508
O -12.079 -17.674 9.468
C -11.288 -17.629 8.282
C -11.685 -18.618 7.162
N -11.321 -20.030 7.564
C -12.089 -21.022 6.872
C -13.597 -21.115 7.335
O -14.460 -20.247 6.523
C -15.810 -20.682 6.429
H -14.288 -17.547 9.520
H -13.414 -16.486 8.535
H -13.299 -16.132 10.197
H -10.239 -17.840 8.490
H -11.362 -16.646 7.817
H -11.285 -18.238 6.222
H -12.768 -18.545 7.066
H -11.430 -20.182 8.556
H -11.594 -21.992 6.928
H -11.980 -20.802 5.810
H -13.722 -20.921 8.400
H -13.885 -22.161 7.228
H -16.432 -20.063 5.782
H -16.201 -20.567 7.439
H -15.830 -21.730 6.130
C -17.311 -25.204 13.061
O -16.353 -25.566 14.061
C -15.237 -26.297 13.592
C -14.220 -26.500 14.744
N -13.752 -25.198 15.248
C -12.951 -24.569 14.181
C -11.941 -23.615 14.730
O -10.990 -23.213 13.781
C -10.621 -21.890 13.839
H -17.052 -24.262 12.577
H -18.239 -24.923 13.559
H -17.479 -25.925 12.261
H -14.772 -25.720 12.792
H -15.594 -27.216 13.127
H -13.481 -27.105 14.219
H -14.773 -27.045 15.509
H -14.535 -24.641 15.558
H -13.576 -24.016 13.480
H -12.409 -25.301 13.582
H -11.417 -24.035 15.588
H -12.445 -22.742 15.145
H -10.181 -21.506 12.918
H -9.848 -21.735 14.592
H -11.425 -21.214 14.129
N -12.182 -30.092 9.585
C -13.128 -29.494 8.730
C -14.143 -30.449 8.607
C -13.820 -31.563 9.410
C -12.666 -31.304 10.065
H -11.321 -29.640 9.858
H -12.955 -28.585 8.173
H -14.995 -30.275 7.966
H -14.366 -32.494 9.448
H -12.097 -31.871 10.786
*
```

Mulliken population analysis, charges in e, atoms 1 to 99: 1.5283, 1.1370, -0.3249, -0.3439, -0.3326, -0.4009, -0.3629, -0.3596, -1.1420, -0.3878, -0.4815, 0.2426, -0.4097, 0.3364, 0.3186, 0.3300, 0.2898, 0.3236, 0.3116, 0.2740, -1.0227, -0.3539, -0.5921, 0.2959, -0.4256, 0.2948, 0.3106, 0.2743, 0.3137, 0.2976, 0.2835, 0.3260, -0.7331, -0.2987, -0.7123, -0.6858, -0.4211, -0.5495, -0.6646, -0.3143, -0.8083, 0.2868, 0.3098, 0.2471, 0.3369, 0.4821, 0.4693, 0.3880, 0.2937, 0.3130, 0.3428, 0.3645, 0.4580, 0.2944, 0.2681, 0.3337, -0.6858, -0.2828, -0.4995, -0.8329, -0.1974, -0.7705, -0.7180, -0.2528, -0.6947, 0.3599, 0.2016, 0.3336, 0.3611, 0.4233, 0.4302, 0.4219, 0.2218, 0.5247, 0.3581, 0.4219, 0.4127, 0.3200, 0.3534, 0.2412, -0.6821, -0.3574, -0.4263, -0.5557, -0.3244, -0.2665, -0.5824, -0.3225, -0.7601, 0.2658, 0.2701, 0.2907, 0.3648, 0.2524, 0.3636, 0.2817, 0.2887, 0.1924, 0.1932

Entry from OMol25: 14 unconnected molecules or ions with the total composition C42H94N10O14 at a distorted geometry (wB97M-V/def2-TZVPD).

Values from the calculation:
- energy (eV) = -88648.3654

Geometry as ORCA input:
```
! RIJCOSX wB97M-V def2-TZVPD def2/J DEFGRID3
* xyz 0 1
C -1.402 1.629 -4.422
C -2.586 2.520 -4.604
O -3.745 2.187 -4.616
N -2.308 3.860 -4.809
C -1.012 4.479 -4.831
H -0.741 1.938 -3.556
H -0.840 1.588 -5.300
H -1.794 0.642 -4.162
H -3.079 4.496 -4.849
H -0.275 3.949 -5.463
H -0.624 4.591 -3.800
H -1.126 5.409 -5.271
C -1.161 -5.657 -0.044
C -2.489 -5.001 0.116
O -3.501 -5.604 0.518
N -2.529 -3.671 -0.169
C -3.675 -2.887 0.215
H -0.345 -4.997 -0.066
H -1.157 -6.314 -0.895
H -1.082 -6.320 0.830
H -1.665 -3.202 -0.473
H -4.551 -3.543 0.183
H -3.788 -2.152 -0.518
H -3.489 -2.587 1.250
C -0.605 5.318 2.297
C -1.292 5.376 0.993
O -2.496 5.118 0.846
N -0.605 5.881 -0.038
C -1.242 6.202 -1.315
H -0.532 4.243 2.589
H -1.096 5.872 3.034
H 0.430 5.691 2.306
H 0.402 5.865 -0.048
H -0.455 6.174 -2.110
H -1.709 7.176 -1.409
H -1.942 5.428 -1.529
C -4.161 1.411 0.167
C -3.558 1.165 1.517
O -3.474 0.048 2.057
N -3.118 2.289 2.174
C -2.588 2.219 3.515
H -4.129 2.460 -0.060
H -5.197 1.035 0.240
H -3.594 0.829 -0.571
H -2.998 3.198 1.708
H -1.677 1.606 3.631
H -3.396 1.790 4.107
H -2.504 3.229 3.913
C -3.664 -0.799 -6.719
C -3.776 -1.483 -5.332
O -3.425 -2.663 -5.066
N -4.122 -0.594 -4.404
C -4.165 -0.821 -2.966
H -2.939 -0.035 -6.636
H -4.555 -0.258 -6.951
H -3.577 -1.453 -7.613
H -4.321 0.347 -4.658
H -3.299 -0.269 -2.529
H -4.050 -1.841 -2.703
H -5.160 -0.468 -2.500
C 2.608 4.113 5.726
C 1.181 4.332 6.138
O 0.580 5.400 6.284
N 0.494 3.159 6.301
C -0.787 3.108 6.877
H 3.075 5.115 5.438
H 2.601 3.414 4.889
H 3.111 3.723 6.549
H 0.943 2.257 6.041
H -0.880 3.478 7.932
H -1.030 2.025 6.956
H -1.556 3.605 6.225
C -0.803 -3.536 -3.249
C 0.122 -3.092 -4.376
O 1.361 -3.035 -4.243
N -0.494 -2.782 -5.503
C 0.018 -2.169 -6.721
H -1.390 -2.702 -2.861
H -0.127 -3.869 -2.394
H -1.561 -4.287 -3.593
H -1.537 -2.706 -5.373
H 0.951 -1.640 -6.583
H -0.669 -1.501 -7.119
H 0.283 -2.993 -7.344
C 2.310 -1.349 -1.179
C 3.345 -0.624 -2.099
O 4.199 0.168 -1.666
N 3.156 -0.900 -3.390
C 3.941 -0.339 -4.477
H 2.108 -2.269 -1.691
H 1.332 -0.781 -1.277
H 2.692 -1.462 -0.191
H 2.451 -1.593 -3.660
H 3.923 -0.976 -5.338
H 4.953 -0.234 -4.148
H 3.457 0.580 -4.722
C -0.570 -1.336 1.423
C -0.763 -0.426 0.256
O -1.047 -0.856 -0.870
N -0.549 0.900 0.592
C -0.674 1.864 -0.493
H -0.200 -0.813 2.349
H 0.093 -2.146 1.175
H -1.576 -1.704 1.766
H -0.387 1.181 1.605
H -1.547 2.591 -0.373
H -0.861 1.257 -1.351
H 0.221 2.483 -0.584
C 2.923 1.130 1.921
C 1.944 0.613 2.888
O 0.899 1.280 3.135
N 2.088 -0.638 3.458
C 1.235 -1.071 4.559
H 3.891 0.468 1.836
H 3.081 2.251 2.108
H 2.467 1.157 0.917
H 2.946 -1.077 3.371
H 1.059 -2.140 4.606
H 0.236 -0.598 4.474
H 1.792 -0.807 5.483
C -4.938 -0.741 5.016
C -3.694 -0.507 5.786
O -3.557 0.310 6.630
C -2.529 -1.381 5.353
H -5.418 -1.669 5.382
H -4.599 -0.936 3.991
H -5.610 0.136 5.026
H -2.110 -0.938 4.409
H -2.802 -2.313 4.933
H -1.774 -1.503 6.092
C 4.113 -6.767 -1.234
C 4.586 -5.357 -0.849
O 4.384 -5.051 0.311
C 5.037 -4.430 -1.916
H 4.084 -7.404 -0.289
H 4.893 -7.262 -1.893
H 3.143 -6.760 -1.692
H 5.117 -3.373 -1.533
H 4.282 -4.443 -2.647
H 5.970 -4.761 -2.329
C 4.524 4.076 -0.120
C 3.301 4.296 -0.916
O 2.297 4.835 -0.391
C 3.228 3.945 -2.321
H 4.435 3.126 0.322
H 4.694 4.719 0.695
H 5.432 4.104 -0.666
H 4.065 4.388 -2.925
H 2.244 4.195 -2.717
H 3.473 2.927 -2.431
C 2.790 -4.212 2.852
C 4.129 -3.730 3.302
O 4.321 -2.552 3.472
C 5.189 -4.771 3.452
H 2.777 -5.279 2.927
H 2.884 -4.057 1.782
H 1.917 -3.663 3.197
H 4.807 -5.621 4.013
H 6.026 -4.276 3.872
H 5.380 -5.137 2.443
*
```

Mulliken population analysis, charges in e, atoms 1 to 99: -0.5167, 0.6006, -0.7377, -0.1750, -0.8041, 0.3548, 0.6385, -0.4676, 0.2710, 0.2752, 0.0752, 0.4173, -1.0806, 0.9013, -0.7317, 0.4661, -0.8148, 0.1870, 0.2691, 0.3484, -0.4079, 0.4600, 0.0001, 0.3852, -0.5248, 0.7312, -0.7696, -0.0793, -1.0456, -0.2267, 0.4039, 0.3590, 0.3187, 0.3010, 0.3137, 0.3198, -0.7010, 0.3832, -0.4980, 0.1433, -0.8274, 0.3433, 0.4634, -0.2570, 0.1300, 0.0114, 0.1967, 0.4698, -1.3046, 0.7780, -0.7481, 0.0590, -0.7795, 0.2225, 0.4859, 0.3234, 0.3873, -0.0650, 0.4944, 0.2359, -0.8464, 0.7801, -0.6777, 0.0128, -0.8740, 0.2721, -0.0193, 0.4121, 0.1613, 0.3107, 0.3400, 0.1553, -0.0450, 0.4446, -0.8593, -0.0166, -0.9889, -0.1707, 0.0829, 0.4329, 0.0924, 0.3049, 0.2762, 0.3697, -0.5861, 0.4532, -0.8226, 0.2344, -1.2191, 0.3725, -0.0171, 0.3907, 0.1647, 0.4004, 0.3454, 0.3286, 0.4142, 0.7269, -0.2579

Entry from OMol25: 4 unconnected molecules or ions with the total composition C42H95BrClN3O8P at a distorted geometry (wB97M-V/def2-TZVPD).

Values from the calculation:
- energy (eV) = -157793.1701

Geometry as ORCA input:
```
! RIJCOSX wB97M-V def2-TZVPD def2/J DEFGRID3
* xyz -1 1
C 3.156 0.178 -2.415
C 3.064 0.196 -0.841
C 2.021 -0.881 -0.361
C 2.635 -2.261 0.044
C 1.487 -3.077 0.763
C 2.042 -4.451 1.306
C 2.214 -5.511 0.143
C 1.478 -6.857 0.517
C 0.274 -7.216 -0.444
C -0.700 -5.989 -0.714
C -0.798 -5.604 -2.239
C -0.483 -4.100 -2.537
C -1.660 -3.112 -2.175
O -2.777 -3.936 -1.756
P -3.787 -4.178 -3.162
C -5.462 -3.968 -2.260
C -6.096 -5.370 -1.884
C -6.543 -3.167 -3.084
C -7.657 -2.577 -2.112
O -3.578 -2.521 -3.647
C -2.232 -2.132 -3.280
C -1.535 -2.139 -4.708
C -0.038 -1.652 -4.677
C 0.956 -2.577 -5.473
Br 2.598 -2.861 -4.352
C -2.402 -0.599 -2.964
C -2.852 -0.242 -1.510
C -3.949 -1.175 -0.908
Cl -1.439 -0.045 -0.338
H 2.946 1.172 -2.878
H 4.193 -0.113 -2.698
H 2.461 -0.549 -2.888
H 2.643 1.194 -0.563
H 4.038 0.094 -0.320
H 1.284 -1.074 -1.179
H 1.413 -0.413 0.456
H 2.905 -2.802 -0.889
H 3.476 -2.112 0.754
H 1.076 -2.513 1.632
H 0.638 -3.247 0.064
H 3.050 -4.257 1.747
H 1.394 -4.805 2.136
H 1.849 -5.089 -0.823
H 3.296 -5.730 0.010
H 1.123 -6.869 1.569
H 2.237 -7.674 0.396
H 0.737 -7.603 -1.381
H -0.282 -8.081 -0.002
H -0.442 -5.122 -0.071
H -1.701 -6.348 -0.367
H 0.009 -6.197 -2.751
H -1.745 -5.956 -2.711
H 0.391 -3.819 -1.888
H -0.112 -4.035 -3.581
H -1.400 -2.618 -1.211
H -3.996 -5.613 -2.937
H -4.582 -4.303 -4.394
H -2.683 -4.645 -3.995
H -5.376 -3.430 -1.274
H -6.199 -6.033 -2.766
H -5.433 -5.799 -1.092
H -7.076 -5.180 -1.371
H -6.123 -2.280 -3.614
H -6.995 -3.817 -3.872
H -7.118 -2.129 -1.244
H -8.372 -3.366 -1.784
H -8.185 -1.723 -2.605
H -2.171 -1.599 -5.439
H -1.524 -3.211 -5.028
H 0.070 -0.610 -5.051
H 0.282 -1.643 -3.605
H 1.331 -2.076 -6.388
H 0.543 -3.584 -5.667
H -1.511 0.029 -3.199
H -3.217 -0.235 -3.638
H -3.301 0.780 -1.561
H -4.677 -1.444 -1.697
H -4.515 -0.563 -0.160
H -3.533 -2.033 -0.348
C 4.237 0.758 3.166
O 3.938 1.677 2.132
C 2.659 2.294 2.262
C 2.789 3.753 2.683
N 3.245 3.876 4.065
C 3.693 5.219 4.439
C 4.841 5.852 3.644
O 6.111 5.248 3.845
C 6.324 4.054 3.110
H 5.101 0.172 2.852
H 4.500 1.271 4.096
H 3.404 0.074 3.347
H 2.003 1.734 2.935
H 2.204 2.269 1.268
H 1.816 4.243 2.582
H 3.485 4.230 1.984
H 4.012 3.236 4.217
H 4.008 5.159 5.485
H 2.829 5.890 4.408
H 4.949 6.877 4.011
H 4.618 5.941 2.576
H 5.851 4.082 2.126
H 5.980 3.190 3.680
H 7.401 3.935 2.969
C -8.307 0.482 5.380
O -7.484 -0.656 5.548
C -8.204 -1.876 5.710
C -8.104 -2.751 4.466
N -8.860 -2.189 3.351
C -8.565 -2.793 2.047
C -7.123 -2.752 1.528
O -6.659 -1.463 1.160
C -6.241 -0.652 2.242
H -7.684 1.367 5.512
H -8.736 0.522 4.375
H -9.109 0.510 6.123
H -9.244 -1.699 5.997
H -7.722 -2.408 6.536
H -8.496 -3.747 4.696
H -7.041 -2.852 4.224
H -8.665 -1.199 3.288
H -9.192 -2.273 1.318
H -8.903 -3.834 2.068
H -7.105 -3.338 0.604
H -6.414 -3.242 2.203
H -5.762 -1.231 3.035
H -7.084 -0.079 2.637
H -5.517 0.071 1.861
C 8.162 8.523 -3.449
O 8.782 7.829 -2.382
C 9.444 8.674 -1.444
C 8.675 8.754 -0.131
N 7.433 9.507 -0.278
C 6.498 9.365 0.840
C 5.998 7.961 1.204
O 5.124 7.373 0.252
C 5.765 6.799 -0.874
H 7.908 7.794 -4.218
H 7.235 9.007 -3.127
H 8.832 9.268 -3.886
H 9.640 9.667 -1.860
H 10.412 8.208 -1.241
H 9.302 9.244 0.622
H 8.489 7.727 0.199
H 6.964 9.204 -1.120
H 5.623 9.971 0.588
H 6.951 9.819 1.726
H 5.402 8.067 2.113
H 6.811 7.274 1.461
H 6.722 6.340 -0.618
H 5.892 7.544 -1.662
H 5.110 6.022 -1.274
*
```

Mulliken population analysis, charges in e, atoms 1 to 99: -0.5907, -0.1358, 0.9130, -0.5357, 0.3685, -1.1725, -0.1596, -0.9224, -0.8835, -0.4750, -1.1884, 1.1165, 0.1583, -0.6357, -0.3523, 1.4455, -1.6150, -0.7096, -0.8247, -0.4897, 2.1815, -1.8564, 0.3576, -0.7575, -0.2132, -1.4470, 0.0225, -0.3079, -0.2425, 0.3287, 0.2422, -0.3010, -0.1915, 0.3216, -1.0115, 0.2461, 0.1303, 0.4998, 0.5262, -0.6111, 0.4726, 0.4241, 0.0191, 0.5419, 0.3308, 0.3061, 0.3518, 0.3221, 0.1092, 0.5209, 0.5989, 0.4699, -0.6113, -0.5707, -0.3633, 0.1629, -0.0392, 0.2046, -0.8748, 0.4162, 0.3179, 0.4294, 0.1712, 0.5100, 0.0189, 0.2197, 0.4176, 0.5271, 0.2717, 0.5050, -0.5712, 0.4537, 0.4243, 0.3045, 0.3917, 0.6921, -0.2946, 0.1092, 0.1043, -0.8467, -0.1990, -0.8410, -0.0216, -0.3140, -1.1143, 0.2258, -0.4796, -0.4947, 0.2366, 0.3315, 0.3351, 0.4077, 0.3251, 0.4067, -0.0268, 0.0955, 0.3859, 0.4166, 0.4223